{
  "formula": "C86H196F3N3O4P4",
  "method": "the ωB97M-V functional and the def2-TZVPD basis",
  "max_force_ha_per_bohr": 0.067,
  "gap_ev": 9.20,
  "e_homo_ev": -19.3,
  "charge": 6,
  "lumo_energy_ev": -10.1,
  "elements": ["C", "C", "C", "N", "C", "C", "C", "C", "C", "H", "H", "H", "H", "H", "H", "H", "H", "H", "H", "H", "H", "H", "H", "H", "H", "H", "H", "C", "N", "C", "C", "C", "C", "O", "H", "H", "H", "H", "H", "H", "H", "H", "H", "H", "H", "H", "H", "H", "C", "N", "C", "C", "C", "C", "O", "H", "H", "H", "H", "H", "H", "H", "H", "H", "H", "H", "H", "H", "H", "C", "C", "C", "C", "P", "C", "C", "C", "C", "C", "C", "C", "C", "C", "C", "C", "C", "H", "H", "H", "H", "H", "H", "H", "H", "H", "H", "H", "H", "H", "H", "H", "H", "H", "H", "H", "H", "H", "H", "H", "H", "H", "H", "H", "H", "H", "H", "H", "H", "H", "H", "H", "H", "C", "C", "C", "C", "P", "C", "C", "C", "C", "C", "C", "C", "C", "C", "C", "C", "C", "H", "H", "H", "H", "H", "H", "H", "H", "H", "H", "H", "H", "H", "H", "H", "H", "H", "H", "H", "H", "H", "H", "H", "H", "H", "H", "H", "H", "H", "H", "H", "H", "H", "H", "H", "H", "C", "C", "C", "C", "P", "C", "C", "C", "C", "C", "C", "C", "C", "C", "C", "C", "C", "H", "H", "H", "H", "H", "H", "H", "H", "H", "H", "H", "H", "H", "H", "H", "H", "H", "H", "H", "H", "H", "H", "H", "H", "H", "H", "H", "H", "H", "H", "H", "H", "H", "H", "H", "H", "C", "C", "C", "C", "P", "C", "C", "C", "C", "C", "C", "C", "C", "C", "C", "C", "C", "H", "H", "H", "H", "H", "H", "H", "H", "H", "H", "H", "H", "H", "H", "H", "H", "H", "H", "H", "H", "H", "H", "H", "H", "H", "H", "H", "H", "H", "H", "H", "H", "H", "H", "H", "H", "C", "O", "O", "C", "F", "F", "F", "C", "C", "H", "H", "H", "H", "H", "H"],
  "xyz": [[-0.21, -2.12, -4.18], [-0.11, -2.38, -5.73], [-0.76, -1.26, -6.59], [-0.52, -1.59, -8.11], [0.97, -1.54, -8.41], [-1.22, -2.90, -8.43], [-1.30, -2.96, -9.99], [-1.60, -1.51, -10.44], [-1.36, -0.71, -9.02], [0.13, -2.99, -3.63], [-1.20, -1.84, -3.83], [0.55, -1.36, -4.00], [-0.46, -3.39, -5.94], [0.96, -2.33, -5.90], [-0.29, -0.31, -6.31], [-1.83, -1.30, -6.41], [1.03, -1.06, -9.39], [1.27, -2.58, -8.40], [1.51, -0.99, -7.63], [-0.81, -3.73, -7.86], [-2.25, -2.79, -8.09], [-0.31, -3.27, -10.30], [-2.07, -3.63, -10.38], [-0.91, -1.31, -11.25], [-2.64, -1.35, -10.72], [-0.86, 0.25, -8.97], [-2.28, -0.48, -8.48], [-0.45, 4.35, -3.29], [-0.54, 3.55, -4.61], [-1.32, 4.46, -5.70], [0.92, 3.31, -5.00], [-1.07, 2.11, -4.40], [-2.51, 1.88, -3.86], [-3.52, 2.49, -4.63], [0.18, 3.89, -2.53], [-1.46, 4.35, -2.87], [0.06, 5.28, -3.53], [-1.24, 3.89, -6.63], [-0.83, 5.43, -5.84], [-2.32, 4.60, -5.31], [1.38, 4.28, -5.16], [0.84, 2.68, -5.89], [1.35, 2.72, -4.18], [-0.44, 1.60, -3.68], [-1.03, 1.63, -5.38], [-2.46, 2.18, -2.82], [-2.74, 0.82, -3.79], [-3.35, 2.32, -5.56], [3.73, -2.47, -3.08], [5.09, -1.76, -3.15], [6.03, -2.13, -1.90], [5.82, -2.33, -4.39], [4.95, -0.23, -3.30], [4.07, 0.18, -4.52], [2.69, -0.12, -4.54], [3.89, -3.50, -2.77], [3.26, -2.51, -4.07], [3.12, -1.91, -2.37], [6.32, -3.18, -1.96], [5.47, -1.91, -0.99], [6.87, -1.44, -1.96], [6.85, -1.99, -4.25], [5.35, -1.93, -5.29], [5.59, -3.39, -4.44], [5.97, 0.17, -3.28], [4.50, 0.04, -2.35], [4.59, -0.11, -5.43], [4.19, 1.26, -4.51], [2.35, 0.29, -3.74], [-3.08, 8.94, -4.78], [-3.63, 7.59, -4.41], [-3.89, 7.41, -2.93], [-4.17, 5.89, -2.67], [-4.11, 5.51, -0.90], [-5.49, 6.39, -0.01], [-6.90, 5.74, 0.09], [-7.80, 6.36, 1.16], [-8.96, 5.45, 1.50], [-4.22, 3.76, -0.65], [-5.22, 3.04, -1.62], [-5.73, 1.65, -0.98], [-6.98, 1.81, -0.08], [-2.53, 6.20, -0.24], [-2.16, 5.70, 1.20], [-0.88, 6.41, 1.77], [-0.93, 7.90, 2.14], [-3.39, 9.16, -5.80], [-2.00, 9.04, -4.74], [-3.50, 9.79, -4.26], [-2.93, 6.85, -4.80], [-4.58, 7.56, -4.94], [-4.79, 7.94, -2.61], [-3.02, 7.69, -2.33], [-3.52, 5.19, -3.20], [-5.20, 5.70, -2.98], [-5.48, 7.37, -0.49], [-5.10, 6.44, 1.01], [-6.77, 4.68, 0.27], [-7.44, 5.70, -0.86], [-8.09, 7.39, 0.91], [-7.17, 6.44, 2.04], [-8.65, 4.42, 1.68], [-9.53, 5.24, 0.60], [-9.59, 5.92, 2.25], [-4.34, 3.51, 0.40], [-3.26, 3.32, -0.93], [-4.79, 2.74, -2.58], [-6.07, 3.64, -1.93], [-4.90, 1.13, -0.51], [-6.03, 1.02, -1.81], [-7.89, 1.86, -0.67], [-6.95, 2.68, 0.57], [-7.09, 0.93, 0.57], [-2.88, 7.23, -0.19], [-1.73, 5.99, -0.94], [-1.95, 4.64, 1.12], [-3.05, 5.87, 1.79], [-0.06, 6.32, 1.06], [-0.53, 5.81, 2.61], [-0.94, 8.55, 1.27], [-0.20, 8.27, 2.85], [-1.90, 8.16, 2.56], [0.80, -10.87, 3.82], [0.51, -10.44, 2.41], [1.76, -9.78, 1.81], [1.39, -9.15, 0.42], [1.69, -7.37, 0.21], [3.41, -6.97, 0.72], [3.69, -5.38, 0.72], [5.20, -5.01, 0.94], [5.65, -5.16, 2.37], [1.43, -6.81, -1.44], [0.03, -6.98, -2.01], [-0.62, -5.57, -2.10], [-1.88, -5.56, -2.97], [0.46, -6.54, 1.39], [0.71, -6.81, 2.88], [-0.13, -5.88, 3.81], [0.72, -4.63, 4.25], [0.60, -10.00, 4.44], [1.76, -11.34, 4.02], [0.05, -11.59, 4.16], [-0.32, -9.74, 2.45], [0.23, -11.37, 1.93], [2.51, -10.57, 1.84], [2.11, -9.01, 2.51], [0.34, -9.35, 0.19], [1.91, -9.64, -0.40], [4.08, -7.38, -0.03], [3.71, -7.28, 1.72], [3.16, -4.86, 1.52], [3.38, -4.85, -0.18], [5.26, -3.95, 0.72], [5.87, -5.51, 0.24], [5.16, -4.44, 3.03], [6.73, -5.03, 2.45], [5.33, -6.17, 2.60], [2.15, -7.34, -2.06], [1.76, -5.77, -1.46], [-0.59, -7.76, -1.58], [0.21, -7.28, -3.04], [0.11, -4.87, -2.50], [-0.85, -5.29, -1.07], [-2.23, -4.53, -3.04], [-2.64, -6.14, -2.44], [-1.62, -6.00, -3.93], [-0.49, -6.91, 1.02], [0.50, -5.46, 1.21], [1.76, -6.59, 3.06], [0.57, -7.86, 3.12], [-0.38, -6.38, 4.74], [-1.01, -5.51, 3.28], [1.00, -4.02, 3.39], [1.70, -4.94, 4.61], [0.10, -4.03, 4.92], [-5.12, -3.30, 6.40], [-4.27, -4.01, 5.30], [-3.11, -3.13, 4.59], [-3.53, -1.68, 4.30], [-2.30, -0.61, 3.50], [-2.96, 1.00, 3.31], [-3.66, 1.55, 4.58], [-4.01, 3.05, 4.49], [-5.13, 3.40, 3.51], [-2.02, -1.41, 1.88], [-3.30, -1.40, 1.01], [-3.08, -2.21, -0.33], [-4.12, -1.80, -1.45], [-0.76, -0.63, 4.50], [-0.93, -0.47, 6.06], [0.31, -0.89, 6.83], [0.29, -0.41, 8.32], [-5.83, -2.55, 6.07], [-4.47, -2.93, 7.20], [-5.77, -4.05, 6.86], [-4.87, -4.50, 4.53], [-3.76, -4.82, 5.81], [-2.88, -3.70, 3.69], [-2.23, -3.14, 5.23], [-3.79, -1.15, 5.22], [-4.41, -1.64, 3.66], [-3.72, 0.96, 2.54], [-2.19, 1.70, 2.98], [-3.07, 1.56, 5.50], [-4.57, 0.96, 4.73], [-3.19, 3.69, 4.16], [-4.28, 3.52, 5.44], [-5.29, 4.45, 3.27], [-6.05, 3.04, 3.98], [-5.11, 2.85, 2.57], [-1.75, -2.45, 2.01], [-1.18, -0.85, 1.46], [-3.56, -0.37, 0.75], [-4.16, -1.82, 1.53], [-3.06, -3.28, -0.15], [-2.13, -1.99, -0.82], [-5.16, -2.08, -1.28], [-3.94, -2.39, -2.35], [-4.06, -0.76, -1.77], [-0.14, 0.17, 4.09], [-0.44, -1.64, 4.26], [-1.80, -1.05, 6.35], [-1.25, 0.53, 6.33], [1.21, -0.39, 6.47], [0.45, -1.97, 6.81], [1.10, -0.88, 8.88], [-0.66, -0.54, 8.84], [0.50, 0.65, 8.19], [4.21, -2.14, 4.93], [3.06, -1.70, 4.00], [3.13, -0.13, 3.86], [4.02, 0.24, 2.68], [4.25, 2.01, 2.45], [2.71, 2.84, 2.72], [2.41, 4.23, 2.12], [3.16, 5.34, 2.79], [3.18, 6.61, 1.89], [5.05, 2.53, 0.86], [6.43, 2.00, 0.54], [6.74, 2.09, -1.00], [8.03, 1.50, -1.42], [5.46, 2.68, 3.70], [5.02, 2.47, 5.17], [5.59, 3.52, 6.03], [4.99, 5.00, 5.93], [4.21, -3.21, 5.15], [4.22, -1.54, 5.84], [5.14, -1.96, 4.38], [2.12, -1.93, 4.50], [3.22, -2.23, 3.06], [3.15, 0.45, 4.78], [2.12, 0.05, 3.48], [3.62, -0.25, 1.79], [4.96, -0.29, 2.83], [2.40, 2.92, 3.76], [1.94, 2.22, 2.26], [1.37, 4.55, 2.18], [2.80, 4.24, 1.11], [4.19, 5.05, 3.03], [2.73, 5.49, 3.77], [3.52, 6.38, 0.88], [4.01, 7.19, 2.29], [2.23, 7.14, 1.77], [5.05, 3.61, 1.00], [4.26, 2.18, 0.20], [6.62, 1.01, 0.97], [7.15, 2.58, 1.11], [6.66, 3.16, -1.15], [5.89, 1.59, -1.47], [8.13, 0.42, -1.31], [8.90, 2.02, -1.02], [8.20, 1.56, -2.49], [5.69, 3.70, 3.41], [6.32, 2.02, 3.56], [5.18, 1.47, 5.58], [3.95, 2.65, 5.30], [6.66, 3.62, 5.88], [5.38, 3.22, 7.06], [5.15, 5.57, 6.85], [3.91, 5.10, 5.83], [5.53, 5.59, 5.19], [1.48, 1.06, -0.84], [1.65, -0.33, -0.46], [1.77, 1.18, -2.19], [0.14, 1.73, -0.26], [-0.17, 1.25, 0.93], [0.34, 3.09, -0.15], [-0.93, 1.47, -1.08], [0.62, -1.22, -0.83], [0.91, -2.61, -0.10], [1.77, -3.20, -0.42], [0.82, -2.68, 0.99], [0.04, -3.23, -0.33], [0.60, -1.42, -1.90], [-0.37, -0.88, -0.53], [2.22, 1.57, -0.23]]
}